Computed, not measured: C37H37BrF6N7O6PSY as an isolated structure, with ωB97M-V with the def2-TZVPD basis set.

```
97
Properties=species:S:1:pos:R:3:lowdin_spin:R:1
Y -0.5782 -0.1534 0.5219 0.00
O -2.2672 1.2901 4.6724 0.00
C -1.5244 0.9612 3.6321 0.00
O -1.8459 0.1371 2.8024 0.01
C -0.1966 1.6389 3.5964 0.00
C 0.2797 2.4224 4.6349 0.00
C 1.6072 2.8140 4.5914 0.00
C 2.4087 2.3413 3.5641 0.00
C 1.8346 1.5548 2.5775 0.00
N 0.5388 1.2694 2.5573 0.00
C 2.5872 0.8201 1.5019 0.00
O 3.9057 0.8746 1.4574 0.00
O 1.9836 0.1488 0.7009 0.00
H -3.0516 0.7188 4.7031 0.00
H -0.3659 2.6873 5.4597 0.00
H 2.0257 3.4292 5.3764 0.00
H 3.4632 2.5849 3.5580 0.00
H 4.2921 1.3966 2.1714 0.00
Br -7.7140 1.8790 2.6969 0.13
C -6.0101 1.7541 1.9973 0.23
C -5.2167 2.9171 1.8583 0.00
C -3.9672 2.8125 1.3421 0.12
C -3.4100 1.5377 0.9544 0.11
O -2.2307 1.4909 0.5363 0.21
C -4.2575 0.3540 1.0844 0.11
C -3.8947 -0.9634 0.5613 -0.01
N -2.7378 -1.2741 0.1447 0.05
C -2.5626 -2.4786 -0.5898 0.00
C -3.1372 -3.6811 -0.2940 0.01
C -2.9851 -4.7517 -1.1985 0.00
C -2.3199 -4.5789 -2.3801 0.01
C -1.7039 -3.3420 -2.6871 0.00
C -1.0381 -3.0572 -3.9013 0.00
C -0.4618 -1.8329 -4.0726 0.00
C -0.4728 -0.9112 -3.0085 0.00
N -1.0909 -1.1217 -1.8700 0.00
C -1.7629 -2.3058 -1.7405 0.00
C -5.5221 0.4984 1.5865 0.01
H -5.6208 3.8740 2.1599 0.00
H -3.3332 3.6796 1.2089 0.00
H -4.7333 -1.6528 0.4478 0.00
H -3.6850 -3.8172 0.6302 0.00
H -3.4227 -5.7112 -0.9584 0.00
H -2.2500 -5.3934 -3.0903 0.00
H -0.9922 -3.8096 -4.6795 0.00
H 0.0414 -1.5715 -4.9934 0.00
H 0.0678 0.0216 -3.0922 0.00
H -6.1783 -0.3602 1.6673 0.00
F 0.3924 -2.2342 0.4454 0.00
P 0.3676 -2.9410 2.0245 0.00
F 0.2780 -3.4403 3.5034 0.00
F 1.9313 -3.0970 1.9338 0.00
F 0.5685 -1.3531 2.5129 0.00
F -1.2288 -2.5782 1.9980 0.00
F 0.0916 -4.3361 1.3606 0.00
C 3.7626 -1.8645 -0.8542 0.00
N 2.6350 -1.8934 -1.8048 0.00
C 2.2203 -3.3028 -1.9518 0.00
N 3.3041 -4.1617 -2.4163 0.00
C 4.3985 -4.0735 -1.4435 0.00
N 4.8816 -2.6970 -1.2874 0.00
C 5.3295 -2.2183 -2.5975 0.00
N 4.2548 -2.2579 -3.5977 0.00
C 3.1480 -1.4430 -3.1060 0.00
C 3.7855 -3.6458 -3.6999 0.00
H 3.4123 -2.2101 0.1192 0.00
H 4.1093 -0.8340 -0.7556 0.00
H 1.3965 -3.3519 -2.6674 0.00
H 1.8663 -3.6697 -0.9881 0.00
H 5.2230 -4.7061 -1.7732 0.00
H 4.0466 -4.4396 -0.4777 0.00
H 6.1571 -2.8391 -2.9415 0.00
H 5.6874 -1.1910 -2.4999 0.00
H 2.3387 -1.4773 -3.8413 0.00
H 3.4893 -0.4069 -3.0092 0.00
H 4.6038 -4.2730 -4.0547 0.00
H 2.9739 -3.6936 -4.4302 0.00
C 2.6081 6.2910 2.6751 0.00
C 2.3469 5.2314 1.6405 0.00
C 1.0392 4.8002 1.3884 0.00
C 0.7743 3.8303 0.4395 0.00
C 1.8352 3.2748 -0.2687 0.00
C 3.1420 3.6743 -0.0350 0.00
C 3.3887 4.6585 0.9159 0.00
S 1.5523 2.0017 -1.4699 0.00
C 1.0137 2.9977 -2.8524 0.00
O 0.2598 1.3203 -1.0242 0.00
H 1.9873 7.1702 2.5007 0.00
H 3.6498 6.6060 2.6755 0.00
H 2.3659 5.9229 3.6751 0.00
H 0.2205 5.2506 1.9392 0.00
H -0.2376 3.4896 0.2509 0.00
H 3.9627 3.2263 -0.5851 0.00
H 4.4058 4.9915 1.0868 0.00
H 0.1006 3.5224 -2.5746 0.00
H 0.8485 2.3327 -3.6988 0.00
H 1.8114 3.7020 -3.0899 0.00
```

maximum force = 0.80 eV Å⁻¹
2S+1 = 2
charge = +2
total energy = -6217.93012 hartree
HOMO-LUMO gap (alpha / beta) = 5.986 / 3.688 eV
energy above the lowest of the compared OMol25 structures with the same formula, charge and spin = 26.5 kcal/mol

***

Computed, not measured: C37H37Cl3O2P2Sn as an isolated structure in a non-equilibrium geometry, with ωB97M-V with the def2-TZVPD basis set.

```
82
Properties=species:S:1:pos:R:3:lowdin_charge:R:1
Sn 0.7681 -0.1063 -3.1893 1.34
C 3.6790 -1.6009 -5.0370 -0.13
C 4.3390 -1.2822 -3.9079 -0.11
C 5.2167 -0.1047 -3.6583 -0.16
C 4.7291 1.2001 -4.3522 -0.16
C 3.3199 1.5368 -4.0571 -0.12
C 2.2007 0.9602 -4.6448 -0.40
C 2.4050 0.4050 -6.0617 -0.18
C 3.3693 -0.7868 -6.2493 -0.19
C 0.2398 0.7670 -1.2127 -0.31
H 3.4666 -2.6775 -5.1936 0.13
H 4.4117 -2.0733 -3.1506 0.10
H 6.2617 -0.3173 -3.9693 0.13
H 5.2786 0.0575 -2.5727 0.07
H 5.3962 2.0085 -4.0042 0.12
H 4.9005 1.1079 -5.4358 0.11
H 3.1849 2.4659 -3.4908 0.06
H 1.2917 1.6124 -4.6253 0.03
H 2.7975 1.2385 -6.6653 0.12
H 1.4313 0.1517 -6.4978 0.11
H 2.8918 -1.4933 -6.9535 0.11
H 4.2961 -0.4678 -6.7718 0.12
H -0.8489 0.6590 -1.1047 0.03
H 0.5112 1.8697 -1.0138 -0.07
H 0.6728 0.1758 -0.3752 -0.03
P 2.5363 -0.9932 -0.7318 1.05
P 1.5840 3.0350 -1.7015 0.99
C 3.2980 0.6175 -1.0833 -0.32
C 2.9575 1.9720 -1.1663 -0.33
C 3.5363 -1.7314 0.5432 -0.38
C 4.9408 -1.6622 0.4677 -0.09
C 5.6967 -2.4414 1.3411 -0.09
C 5.0553 -3.2699 2.2670 -0.09
C 3.6597 -3.3010 2.3710 -0.07
C 2.8961 -2.5174 1.5151 -0.07
C 2.3221 -2.4478 -1.8625 -0.32
C 1.5014 -2.2937 -3.0593 -0.38
C 0.6947 -3.4162 -3.4598 -0.07
C 1.2278 -4.6699 -3.2730 -0.12
C 2.3606 -4.8218 -2.4604 -0.08
C 2.8139 -3.7521 -1.6764 -0.09
C 1.3565 4.4142 -0.5929 -0.35
C 1.8977 4.2438 0.6989 -0.10
C 1.7538 5.2526 1.6484 -0.09
C 1.0804 6.4337 1.3195 -0.10
C 0.5086 6.5966 0.0512 -0.09
C 0.6528 5.6019 -0.9158 -0.08
C 0.3838 3.3124 -3.0555 -0.38
C -0.9185 2.7695 -2.8768 -0.13
C -1.7343 2.4760 -3.9603 -0.08
C -1.4140 3.0352 -5.1974 -0.08
C -0.3501 3.9378 -5.2848 -0.08
C 0.5967 4.0344 -4.2547 -0.09
H 4.3850 0.4916 -0.9346 0.03
H 3.8340 2.6104 -0.9678 0.09
H 5.4331 -1.0356 -0.2731 0.09
H 6.7856 -2.3935 1.3053 0.10
H 5.6426 -3.8943 2.9363 0.10
H 3.1620 -3.9267 3.1093 0.11
H 1.8090 -2.5127 1.5493 0.10
H 1.9987 -1.7882 -3.9342 0.04
H -0.2617 -3.2685 -3.9677 0.12
H 0.7546 -5.5426 -3.7201 0.11
H 2.8175 -5.8044 -2.3592 0.11
H 3.5375 -3.9543 -0.8882 0.11
H 2.4249 3.3188 0.9382 0.10
H 2.1708 5.1172 2.6481 0.11
H 0.9895 7.2274 2.0629 0.10
H -0.0546 7.5019 -0.1779 0.10
H 0.2327 5.7268 -1.9130 0.10
H -1.2557 2.5308 -1.8696 0.10
H -2.6216 1.8514 -3.8118 0.12
H -2.0370 2.7903 -6.0579 0.11
H -0.2544 4.5713 -6.1667 0.11
H 1.4802 4.6631 -4.3587 0.11
Cl -2.2639 -3.4963 1.2134 0.57
C -1.5322 -3.6143 -0.4101 -1.47
Cl -0.2637 -4.8756 -0.3621 0.61
Cl -2.7540 -3.9851 -1.6362 0.58
C -0.8031 -2.1980 -0.7425 -0.78
O -0.0008 -1.8664 0.1619 -0.13
O -1.0574 -1.6409 -1.8424 -0.16
```

maximum force = 4.03 eV Å⁻¹
total energy = -3859.70741 hartree
HOMO-LUMO gap (alpha / beta) = 5.300 / 5.301 eV
energy above the lowest of the compared OMol25 structures with the same formula, charge and spin = 122.2 kcal/mol